# C3H9N5OP

A gas-phase ion, C3H9N5OP (charge +1) (the ωB97M-V functional and the def2-TZVPD basis, the Open Molecules 2025 dataset).

Positions of all 19 atoms, in Å:
C 2.816 0.780 0.532
P 1.643 0.396 -0.958
O 0.690 1.848 -1.269
C 0.397 -0.992 -0.545
N 0.852 -2.447 -0.506
N -0.377 -3.051 -0.199
N -1.478 -2.216 -0.054
N -1.105 -0.882 -0.220
C -1.947 0.377 -0.112
N -1.494 1.248 1.075
H 3.916 0.723 0.076
H 2.647 -0.033 1.367
H 2.589 1.875 0.916
H 0.467 1.787 -2.246
H -2.467 -2.533 0.153
H -1.927 1.043 -1.099
H -3.052 0.020 0.143
H -0.460 1.421 1.037
H -1.709 0.637 1.910

lowest unoccupied orbital energy = -5.246 eV
net charge = +1
HOMO-LUMO gap = 0.2880 Ha